# 1
114
Properties=species:S:1:pos:R:3:forces:R:3:lowdin_charge:R:1 method="wB97M-V/def2-TZVPD" charge=0 largest_force_ev_per_a=2.57 multiplicity=1 homo_energy_ev="-6.20 / -6.29"
Cs -0.272310 0.382800 -0.015325 1.1 -2.3 0.6 1.435
N -1.566378 -1.485653 -1.910083 -0.1 -0.5 -0.2 -0.098
C -0.985676 -2.796952 -1.545885 -0.1 0.2 0.0 -0.255
C -1.422082 -3.246779 -0.148231 0.0 0.1 0.1 -0.199
N -0.674456 -2.635747 0.956614 0.0 -0.2 0.1 -0.199
C 0.677234 -3.202632 1.011607 -0.1 0.1 -0.1 -0.210
C 1.637988 -2.549037 1.994670 0.0 0.2 -0.1 -0.253
N 1.857491 -1.131636 1.672216 0.1 -0.3 0.1 -0.040
C -1.346688 -2.767901 2.251810 0.0 0.0 -0.1 -0.192
C -1.205643 -1.536031 3.146945 -0.1 0.2 -0.1 -0.258
N -2.222192 -0.523815 2.809054 0.0 -0.1 0.0 -0.016
H -2.527513 -1.596670 -2.211429 0.0 0.0 0.0 0.066
H -1.059080 -1.081110 -2.690884 0.0 -0.1 0.0 0.065
H 0.099776 -2.704951 -1.608208 0.0 0.0 0.0 0.084
H -1.279311 -3.583091 -2.248421 0.0 0.0 -0.1 0.109
H -1.357545 -4.348066 -0.101307 0.0 0.0 0.0 0.121
H -2.477587 -2.987991 -0.025088 0.0 0.0 0.0 0.114
H 1.128535 -3.119178 0.023168 0.0 0.0 0.0 0.077
H 0.621944 -4.280646 1.248740 0.0 0.0 0.1 0.129
H 2.555786 -3.144660 1.960957 0.1 0.0 0.0 0.100
H 1.263381 -2.627452 3.018932 0.0 0.0 0.0 0.101
H 2.172137 -1.059778 0.704369 0.0 -0.1 0.1 0.013
H 2.595843 -0.747507 2.250293 0.0 0.0 0.0 0.078
H -0.973232 -3.651013 2.793761 0.0 0.0 0.0 0.120
H -2.413344 -2.943304 2.083086 0.0 0.0 0.0 0.115
H -0.227564 -1.082251 2.986487 0.0 0.0 0.0 0.078
H -1.275207 -1.836023 4.198241 0.1 -0.1 0.0 0.109
H -1.990153 0.370893 3.225305 0.0 0.0 0.0 0.073
H -3.116898 -0.800801 3.198413 0.0 0.0 0.0 0.063
C 8.162595 0.393151 -0.825380 0.1 0.0 0.1 -0.048
C 7.314888 0.859682 -2.016059 -0.1 -0.1 0.0 -0.560
C 8.016229 0.438709 -3.314618 0.0 0.0 -0.1 -0.045
C 7.231526 2.383716 -1.988548 0.0 0.1 0.0 -0.061
C 5.934320 0.210690 -1.948266 0.1 -0.3 0.0 -0.163
C 4.781567 0.915329 -1.906728 -0.3 -0.1 0.0 0.016
C 3.504899 0.265652 -1.772331 0.0 -0.1 0.0 -0.178
N 2.344385 0.919807 -1.692995 0.2 0.4 -0.2 0.128
C 2.174486 2.130252 -2.262948 0.2 -0.1 0.0 -0.177
C 2.878208 2.552371 -3.432278 -0.1 -0.1 0.2 0.007
C 2.600956 3.733375 -4.043141 -0.1 0.2 0.0 -0.156
C 1.579720 4.564690 -3.470091 0.1 0.1 -0.2 0.037
C 0.844620 4.245540 -2.367562 0.0 -0.2 0.0 -0.085
C 1.126714 2.983816 -1.696561 0.0 -0.1 0.1 -0.317
O 0.527046 2.620618 -0.658117 0.8 1.9 -0.6 -0.358
C -0.276186 5.134394 -1.831065 0.0 -0.1 0.0 -0.535
C -0.485606 6.366924 -2.709013 -0.1 0.1 -0.1 -0.075
C -1.600772 4.350830 -1.806069 -0.1 0.0 0.0 -0.042
C 0.055541 5.623318 -0.412333 0.0 0.1 0.0 -0.038
C 3.320710 4.108611 -5.345356 -0.1 0.0 0.1 -0.557
C 4.838368 4.058182 -5.129062 0.1 0.0 0.0 -0.053
C 2.943125 3.103517 -6.441277 0.0 0.0 0.0 -0.047
C 2.952946 5.512019 -5.825562 0.0 0.1 -0.1 -0.071
C 3.438962 -1.196030 -1.610590 0.0 -0.1 -0.1 -0.287
O 2.348242 -1.771288 -1.410556 0.0 0.1 0.0 -0.048
C 4.700687 -1.940195 -1.762730 -0.3 0.2 0.0 -0.079
C 5.846178 -1.230179 -1.916449 0.2 0.2 -0.1 0.028
C 4.682985 -3.469292 -1.745747 0.0 0.1 0.0 -0.536
C 6.083419 -4.050764 -1.941537 0.1 -0.1 0.0 -0.075
C 4.152054 -3.980121 -0.399419 0.0 0.0 0.1 -0.039
C 3.795960 -4.005310 -2.881040 0.0 0.0 -0.1 -0.038
H 9.155011 0.850637 -0.867092 0.0 0.0 0.0 0.084
H 8.299182 -0.690266 -0.824165 0.0 0.0 0.0 0.076
H 7.697509 0.673088 0.122957 0.0 0.0 0.0 0.091
H 9.011850 0.888573 -3.368310 0.0 0.0 0.0 0.085
H 7.444729 0.763915 -4.187492 0.0 0.0 0.0 0.087
H 8.138769 -0.645184 -3.376995 0.0 0.0 0.0 0.077
H 8.238935 2.803651 -2.037101 0.0 0.0 0.0 0.086
H 6.761574 2.751595 -1.073322 0.0 0.0 0.0 0.091
H 6.666611 2.774142 -2.837896 0.0 0.0 0.0 0.070
H 4.792165 1.995801 -1.898147 0.0 0.0 0.0 0.107
H 3.581282 1.857072 -3.874183 0.0 0.0 0.0 0.114
H 1.363792 5.500378 -3.965936 0.0 0.0 0.0 0.081
H -0.775066 6.101422 -3.729646 0.0 0.0 0.0 0.088
H 0.406163 6.997360 -2.759638 0.0 0.0 0.0 0.086
H -1.291491 6.969201 -2.282911 0.0 0.0 0.0 0.083
H -1.857495 4.007378 -2.813186 0.0 0.0 0.0 0.091
H -2.405424 5.011380 -1.463978 0.0 0.0 0.0 0.082
H -1.557784 3.490817 -1.138339 0.0 0.1 -0.1 0.053
H 0.976540 6.213674 -0.417997 0.0 0.0 0.0 0.089
H 0.178051 4.794838 0.281385 0.0 0.0 0.0 0.076
H -0.752532 6.268369 -0.051607 0.0 0.0 0.0 0.082
H 5.167492 3.057635 -4.839576 0.0 0.0 0.0 0.066
H 5.146565 4.750568 -4.341471 0.0 0.0 0.0 0.091
H 5.363817 4.328809 -6.049457 0.0 0.0 0.0 0.084
H 3.227482 2.088432 -6.157658 0.0 0.0 0.0 0.080
H 3.448251 3.347659 -7.380619 0.0 0.0 0.0 0.083
H 1.865109 3.109822 -6.619640 0.0 0.0 0.0 0.089
H 3.196905 6.276754 -5.083275 0.0 -0.1 0.0 0.089
H 1.889978 5.600358 -6.063108 0.0 0.0 0.0 0.084
H 3.513306 5.741972 -6.735127 0.0 0.0 0.0 0.084
H 6.775193 -1.779368 -2.009027 0.0 0.1 0.0 0.089
H 6.765503 -3.775318 -1.132216 -0.1 0.0 0.0 0.087
H 6.532503 -3.739233 -2.888171 0.0 0.0 0.0 0.086
H 6.011356 -5.140654 -1.955171 0.0 0.0 0.0 0.084
H 4.739592 -3.572070 0.428452 0.0 0.0 0.0 0.094
H 4.224481 -5.071455 -0.362098 0.0 0.0 0.0 0.087
H 3.112674 -3.698181 -0.256749 0.0 0.0 0.0 0.049
H 4.195075 -3.706891 -3.854646 0.0 0.0 0.0 0.090
H 2.774362 -3.641110 -2.794928 0.0 0.0 0.0 0.072
H 3.784731 -5.099292 -2.850176 0.0 0.0 0.0 0.083
O -2.467785 1.556350 0.335930 -2.5 0.5 0.4 -0.844
S -3.752974 0.765119 0.495445 0.7 0.2 -0.2 0.891
C -4.905850 1.501888 -0.677646 -0.1 0.1 -0.2 -0.327
C -5.439621 2.771123 -0.029289 0.1 0.0 0.0 -0.229
C -5.811077 2.331921 1.385374 0.0 -0.1 0.0 -0.226
C -4.618319 1.525402 1.909747 0.0 0.2 0.1 -0.312
H -5.698379 0.770302 -0.862152 0.0 0.0 0.0 0.095
H -4.330628 1.644045 -1.593013 -0.1 0.0 0.0 0.096
H -6.282634 3.190576 -0.577560 0.0 0.0 0.0 0.115
H -4.649122 3.524552 -0.004642 0.0 0.0 0.0 0.114
H -6.700530 1.697881 1.347065 0.0 0.0 0.0 0.112
H -6.041133 3.166779 2.047011 0.0 0.0 0.0 0.114
H -4.875929 0.768850 2.649168 0.0 0.0 0.0 0.078
H -3.836482 2.170306 2.317360 -0.1 0.0 0.0 0.096

# 2
116
Properties=species:S:1:pos:R:3:forces:R:3:lowdin_spin:R:1 method="wB97M-V/def2-TZVPD" charge=0 largest_force_ev_per_a=0.22 multiplicity=5 homo_energy_ev="-6.01 / -6.12" s_squared=6.03
Cr -0.117322 0.738731 -0.493666 0.0 0.1 0.1 3.841
C 5.317338 -4.482913 -2.421448 0.0 0.0 0.0 0.000
C 5.711644 -3.388314 -1.467646 0.0 0.0 0.0 0.000
C 5.153774 -3.299255 -0.197245 0.0 0.0 0.0 0.000
C 5.526721 -2.296911 0.685271 0.0 0.1 0.0 0.000
C 6.457555 -1.343310 0.296551 0.0 0.0 0.1 0.000
N 6.866157 -0.290749 1.169862 -0.1 -0.1 0.0 0.000
C 6.081843 0.330495 2.115156 0.1 0.2 0.0 0.000
O 6.545849 0.755371 3.154850 0.0 -0.1 0.0 0.000
N 4.735426 0.491377 1.830632 0.0 0.0 0.0 -0.001
C 4.107490 0.646932 0.581043 0.1 0.0 0.0 -0.001
C 4.760852 1.046150 -0.578039 -0.1 0.0 0.0 0.011
C 4.012811 1.197711 -1.732541 0.0 0.0 0.0 -0.001
C 2.646717 0.993079 -1.697395 0.1 0.0 0.0 0.016
N 2.014893 0.629909 -0.578927 -0.1 0.1 -0.1 0.008
C 2.735772 0.439905 0.522562 -0.1 0.0 0.0 0.019
C 7.024713 -1.419000 -0.968731 0.0 0.0 0.0 0.000
C 6.659509 -2.436766 -1.833935 0.0 0.0 0.0 0.000
H 4.505271 -5.085861 -2.016127 0.0 0.0 0.0 0.000
H 6.162782 -5.143293 -2.623263 0.0 0.0 0.0 0.000
H 4.986451 -4.069515 -3.375521 0.0 0.0 0.0 0.000
H 4.416867 -4.028402 0.113050 0.0 0.0 0.0 0.000
H 5.092017 -2.249572 1.675371 0.0 0.0 0.0 0.000
H 7.832129 -0.303412 1.461613 0.0 0.0 0.0 0.000
H 4.252449 0.897038 2.618347 0.0 0.0 0.0 0.000
H 5.822898 1.243137 -0.570624 0.0 0.0 0.0 0.001
H 4.485149 1.501584 -2.656282 0.0 0.0 0.0 0.000
H 2.032235 1.121667 -2.579410 0.0 0.0 0.0 0.003
H 2.194242 0.123701 1.408242 0.0 0.0 0.0 0.004
H 7.743269 -0.667859 -1.274857 0.0 0.0 0.0 0.000
H 7.106971 -2.482933 -2.820105 0.0 0.0 0.0 0.000
O -2.059814 0.841121 0.138077 -0.2 0.0 -0.1 0.044
P -3.104208 1.010814 1.191178 0.2 0.0 0.0 0.009
N -4.011122 2.342178 0.906992 0.0 0.0 0.0 0.001
C -3.352747 3.585807 0.457246 0.0 0.0 0.0 0.000
C -4.434745 4.650438 0.625160 0.0 0.0 0.0 0.000
C -5.262264 4.122893 1.796423 0.0 0.0 0.0 0.000
C -5.329826 2.631612 1.488812 0.0 0.0 0.0 0.000
N -4.227720 -0.176677 1.320641 -0.1 0.0 0.0 0.000
C -5.176753 -0.451246 0.218951 0.0 0.0 0.0 0.000
C -5.564497 -1.921409 0.409337 0.0 0.0 0.0 0.000
C -5.271573 -2.193176 1.882600 0.1 0.0 0.0 0.000
C -4.004803 -1.382346 2.130645 0.0 0.0 0.0 0.000
N -2.338167 1.108574 2.649949 0.1 -0.1 0.0 0.001
C -1.077541 0.422451 2.955952 -0.1 0.0 -0.1 0.013
C -0.619178 1.032989 4.297166 0.0 0.0 0.0 0.001
C -1.721788 2.028401 4.698404 0.0 0.0 0.1 0.000
C -2.936814 1.586037 3.886199 0.0 0.1 0.0 0.000
H -3.004504 3.487804 -0.569578 0.0 0.0 0.0 0.000
H -2.483539 3.803569 1.083409 0.0 0.0 0.0 0.000
H -5.056029 4.698152 -0.271893 0.0 0.0 0.0 0.000
H -4.012593 5.638932 0.798217 0.0 0.0 0.0 0.000
H -6.248820 4.578261 1.872906 0.0 0.0 0.0 0.000
H -4.730904 4.291119 2.737310 0.0 0.0 0.0 0.000
H -6.118417 2.438832 0.754227 0.0 0.0 0.0 0.000
H -5.526329 2.008117 2.360587 0.0 0.0 0.0 0.000
H -4.715173 -0.275474 -0.754364 0.0 0.0 0.0 0.000
H -6.046693 0.203375 0.303701 0.0 0.0 0.0 0.000
H -4.935044 -2.554724 -0.216165 0.0 0.0 0.0 0.000
H -6.605541 -2.104259 0.146983 0.0 0.0 0.0 0.000
H -5.127902 -3.251484 2.096714 0.0 0.0 0.0 0.000
H -6.084304 -1.820740 2.510357 0.0 0.0 0.0 0.000
H -3.124660 -1.938212 1.789580 0.0 0.0 0.0 0.000
H -3.867120 -1.118277 3.180065 0.0 0.0 0.0 0.000
H -0.368770 0.593168 2.141417 0.0 0.0 0.1 0.013
H -1.218918 -0.659810 3.050754 0.0 0.0 0.0 0.000
H 0.340571 1.537012 4.194671 0.0 0.0 0.0 0.000
H -0.500279 0.250487 5.046222 0.0 0.0 0.0 0.000
H -1.439718 3.042232 4.412932 0.0 0.0 0.0 0.000
H -1.923348 2.020165 5.769203 0.0 0.0 0.0 0.000
H -3.630588 2.401383 3.683151 0.0 0.0 0.0 0.000
H -3.489507 0.793169 4.409752 0.0 0.0 0.0 0.000
C 1.630253 4.938766 0.024100 0.0 0.0 0.0 -0.002
C 1.088446 3.596496 0.522211 0.0 0.0 0.0 0.004
C 0.344554 3.806764 1.840299 0.0 0.0 0.0 0.003
C 0.191188 2.889898 -0.500868 0.1 -0.1 0.0 -0.016
H 2.264779 5.429755 0.769489 0.0 0.0 0.0 0.000
H 0.800444 5.610871 -0.214012 0.0 0.0 0.0 0.000
H 2.218678 4.802256 -0.885489 0.0 0.0 0.0 0.000
H 1.965077 2.967911 0.738785 0.0 0.0 0.0 0.000
H -0.435010 4.564281 1.708003 0.0 0.0 0.0 0.000
H 1.006717 4.151520 2.640058 0.0 0.0 0.0 0.000
H -0.146755 2.886453 2.162890 0.0 0.0 0.0 0.002
H 0.630357 3.052801 -1.502680 0.0 0.0 0.0 0.004
H -0.771914 3.417402 -0.527260 0.0 0.0 0.0 0.003
C -2.114645 -2.479549 -0.818025 0.0 0.0 0.0 0.002
Si -0.604332 -1.587221 -1.586433 0.1 0.1 0.1 0.011
C -1.216815 -1.135248 -3.383530 0.0 0.0 0.0 -0.005
C -0.265263 -0.110493 -4.017010 0.0 0.0 0.0 0.005
C -1.382664 -2.311798 -4.346709 0.0 0.0 0.0 -0.001
C -2.583945 -0.455341 -3.230017 0.0 0.0 0.0 0.002
C 0.745293 -2.989141 -1.641105 0.0 0.0 0.0 -0.003
C 1.924847 -2.616730 -2.542634 0.0 0.0 0.0 -0.001
C 1.278371 -3.128758 -0.209637 0.0 0.0 0.0 0.002
C 0.211253 -4.360966 -2.065914 0.0 0.0 0.0 -0.001
H -2.582278 -3.208943 -1.488245 0.0 0.0 0.0 0.000
H -2.859555 -1.728297 -0.553011 0.0 0.0 0.0 0.000
H -1.837443 -3.006246 0.101202 0.0 0.0 0.0 0.000
H 0.750150 -0.500625 -4.123988 0.0 0.0 0.0 0.000
H -0.214662 0.802887 -3.412971 0.0 0.0 0.0 0.005
H -0.616074 0.180230 -5.015689 0.0 0.0 0.0 0.000
H -0.423507 -2.759667 -4.613663 0.0 0.0 0.0 0.000
H -1.854486 -1.974728 -5.279472 0.0 0.0 0.0 0.000
H -2.014615 -3.096529 -3.923949 0.0 0.0 0.0 0.000
H -2.557211 0.364152 -2.506020 0.0 0.0 0.0 0.002
H -3.346851 -1.166135 -2.902253 0.0 0.0 0.0 0.000
H -2.912063 -0.041658 -4.192602 0.0 0.0 0.0 0.000
H 2.344599 -1.643051 -2.273374 0.0 0.0 0.0 0.000
H 1.638433 -2.584100 -3.595650 0.0 0.0 0.0 0.000
H 2.727483 -3.359378 -2.442176 0.0 0.0 0.0 0.000
H 1.782872 -2.216533 0.119085 0.0 0.0 0.0 0.002
H 2.003224 -3.952930 -0.157078 0.0 0.0 0.0 0.000
H 0.479440 -3.348746 0.503794 0.0 0.0 0.0 0.000
H -0.161361 -4.362557 -3.089569 0.0 0.0 0.0 0.000
H -0.598952 -4.695354 -1.414164 0.0 0.0 0.0 0.000
H 1.011133 -5.111758 -2.005357 0.0 0.0 0.0 0.000